[1]
Entry from the Open Molecules 2025 dataset: C21H17F2NO3SeV as an isolated structure at a distorted geometry (ωB97M-V/def2-TZVPD).

Last column: Löwdin spin population.
Element x y z (Å)
V (1.75, -2.52, -1.21)  0.7415
C (-2.53, 2.36, 1.29)  0.0014
C (-1.20, 2.45, 2.04)  0.0026
C (-0.71, 3.89, 2.01)  0.0006
C (0.68, 4.01, 2.64)  0.0032
C (1.63, 3.11, 1.88)  0.0255
C (2.97, 3.51, 1.67)  0.0356
C (3.78, 2.68, 0.93)  0.0071
F (5.07, 3.07, 0.72)  -0.0013
C (3.35, 1.49, 0.39)  0.0328
C (2.00, 1.07, 0.59)  0.0094
C (1.53, -0.17, 0.10)  0.0055
O (2.28, -0.87, -0.76)  0.0586
C (0.26, -0.64, 0.63)  -0.0148
C (-0.54, 0.23, 1.29)  0.0726
N (-0.21, 1.56, 1.47)  0.0253
C (1.15, 1.94, 1.33)  -0.0017
C (-0.21, -2.07, 0.62)  0.0012
O (-1.15, -2.40, 1.34)  0.0066
O (0.42, -2.91, -0.16)  0.0270
H (-3.24, 3.07, 1.72)  0.0000
H (-2.97, 1.36, 1.35)  0.0006
H (-2.38, 2.60, 0.24)  -0.0001
H (-1.38, 2.16, 3.09)  0.0014
H (-1.43, 4.52, 2.53)  -0.0001
H (-0.66, 4.22, 0.97)  0.0000
H (0.63, 3.73, 3.70)  0.0010
H (1.03, 5.04, 2.59)  0.0005
H (3.35, 4.43, 2.09)  0.0035
H (4.02, 0.86, -0.19)  0.0031
H (-1.47, -0.13, 1.72)  0.0064
F (-4.02, -5.08, -1.88)  -0.0001
C (-2.88, -4.37, -2.18)  -0.0005
C (-1.75, -5.04, -2.60)  -0.0004
C (-0.61, -4.32, -2.91)  -0.0003
C (-0.58, -2.92, -2.79)  0.0012
C (0.67, -2.18, -3.03)  -0.0179
C (-1.75, -2.29, -2.37)  -0.0010
C (-2.90, -3.00, -2.05)  0.0000
H (-1.77, -6.12, -2.66)  0.0000
H (0.30, -4.84, -3.19)  0.0010
H (0.51, -1.11, -3.17)  -0.0037
H (1.26, -2.60, -3.84)  0.0009
H (-1.74, -1.21, -2.24)  -0.0004
H (-3.79, -2.50, -1.69)  0.0000
Se (3.25, -4.03, -2.05)  -0.0341

Calculated values
net charge: -2
spin multiplicity: 2
<S²>: 0.89
highest occupied orbital energy (alpha / beta): 0.0324 / 0.0371 Ha
frontier orbital gap (alpha / beta): 3.8 / 3.7 eV

***

[2]
Entry from the Open Molecules 2025 dataset: an isolated ion of composition C21H17F3N and charge +1 (ωB97M-V/def2-TZVPD).

Last column: natural (NBO) charge in e.
Element x y z (Å)
F (-3.45, -1.70, -0.29)  -0.3297
C (-4.17, -0.56, -0.16)  0.9626
F (-4.76, -0.37, -1.35)  -0.3132
F (-5.12, -0.79, 0.74)  -0.3022
C (-3.25, 0.58, 0.20)  -0.0503
C (-3.43, 1.33, 1.35)  -0.1738
C (-2.53, 2.34, 1.64)  -0.1842
C (-1.46, 2.59, 0.80)  -0.1815
C (-1.29, 1.84, -0.36)  -0.0770
C (-2.19, 0.84, -0.66)  -0.2302
H (-2.11, 0.26, -1.57)  0.2220
C (-0.11, 2.07, -1.27)  -0.2389
H (0.50, 2.90, -0.91)  0.2347
H (-0.46, 2.31, -2.28)  0.2431
N (0.73, 0.84, -1.34)  -0.4962
H (0.13, 0.05, -1.62)  0.4454
H (1.47, 0.95, -2.04)  0.4489
C (1.38, 0.45, -0.03)  -0.1007
C (1.45, -1.05, 0.08)  0.0096
C (0.41, -1.96, 0.09)  -0.2387
C (0.71, -3.31, 0.21)  -0.1901
C (2.03, -3.73, 0.30)  -0.1744
C (3.08, -2.82, 0.29)  -0.1732
C (2.78, -1.48, 0.18)  -0.0755
C (3.64, -0.30, 0.13)  0.0444
C (5.02, -0.18, 0.19)  -0.1945
C (5.58, 1.09, 0.12)  -0.1734
C (4.78, 2.21, -0.01)  -0.1982
C (3.40, 2.10, -0.06)  -0.1948
C (2.84, 0.85, 0.01)  -0.1005
H (2.79, 2.99, -0.14)  0.2102
H (5.24, 3.19, -0.06)  0.2310
H (6.65, 1.20, 0.16)  0.2326
H (5.65, -1.05, 0.30)  0.2270
H (4.10, -3.16, 0.38)  0.2274
H (2.24, -4.78, 0.39)  0.2325
H (-0.09, -4.03, 0.22)  0.2326
H (-0.62, -1.64, 0.04)  0.2222
H (0.80, 0.89, 0.78)  0.2527
H (-0.76, 3.38, 1.04)  0.2249
H (-2.67, 2.94, 2.53)  0.2387
H (-4.26, 1.12, 2.01)  0.2487

Calculated values
net charge: +1
SMILES: FC(F)(F)c1cccc(C[NH2+]C2c3ccccc3-c3ccccc32)c1
highest occupied orbital energy: -0.4281 Ha
frontier orbital gap: 8.7 eV
energy relative to the best compared isomer or geometry (same formula, charge and spin): 0.0 kcal/mol

***

[3]
Entry from the Open Molecules 2025 dataset: C21H17MgN4OSbSe4 as an isolated structure (ωB97M-V/def2-TZVPD).

Last column: natural (NBO) charge in e.
Element x y z (Å)
Mg (3.41, 2.56, 2.55)  1.6164
C (-5.34, -5.38, -4.38)  -0.2519
O (-5.63, -4.25, -3.60)  -0.4907
C (-4.58, -3.57, -3.06)  0.2979
C (-4.89, -2.44, -2.32)  -0.2551
C (-3.89, -1.70, -1.73)  -0.1414
C (-2.54, -2.06, -1.86)  -0.1275
C (-2.25, -3.20, -2.62)  -0.1157
C (-3.25, -3.95, -3.21)  -0.3341
C (-1.53, -1.25, -1.22)  0.3477
N (-1.78, -0.17, -0.51)  -0.4564
C (-0.57, 0.30, -0.08)  0.0962
C (0.45, -0.51, -0.55)  0.1433
N (-0.18, -1.49, -1.28)  -0.5280
C (1.83, -0.28, -0.29)  -0.1278
C (2.90, -1.05, -0.75)  -0.1659
C (4.18, -0.69, -0.43)  -0.2527
C (4.38, 0.46, 0.34)  0.0718
N (3.40, 1.20, 0.78)  -0.4869
C (2.13, 0.86, 0.50)  0.2632
C (1.07, 1.70, 1.01)  0.1307
N (1.44, 2.75, 1.78)  -0.5448
C (0.52, 3.58, 2.24)  0.0658
C (-0.84, 3.41, 1.97)  -0.2273
C (-1.25, 2.33, 1.22)  -0.1708
C (-0.28, 1.45, 0.72)  -0.0295
H (-6.30, -5.76, -4.73)  0.1960
H (-4.84, -6.16, -3.79)  0.1742
H (-4.72, -5.13, -5.24)  0.1745
H (-5.93, -2.16, -2.21)  0.2238
H (-4.12, -0.82, -1.14)  0.2444
H (-1.22, -3.52, -2.75)  0.1875
H (-2.98, -4.82, -3.79)  0.2148
H (0.27, -2.24, -1.77)  0.4088
H (2.71, -1.94, -1.36)  0.1950
H (5.03, -1.27, -0.78)  0.2155
H (5.38, 0.78, 0.60)  0.2163
H (0.87, 4.42, 2.85)  0.2686
H (-1.55, 4.12, 2.37)  0.2287
H (-2.29, 2.14, 0.99)  0.2173
C (3.48, 0.85, 3.83)  -1.3872
H (3.33, 1.07, 4.90)  0.2095
H (4.42, 0.29, 3.74)  0.1813
H (2.67, 0.17, 3.52)  0.1631
Se (1.31, 6.01, 4.06)  -0.8968
Sb (3.77, 6.28, 3.95)  1.1026
Se (4.78, 4.60, 2.24)  -1.0937
Se (4.29, 8.55, 3.10)  -0.8896
Se (4.75, 5.92, 6.18)  -0.8811

Calculated values
net charge: -2
highest occupied orbital energy: -0.0111 Ha
frontier orbital gap: 2.8 eV
energy relative to the best compared isomer or geometry (same formula, charge and spin): 23.9 kcal/mol

***

[4]
Entry from the Open Molecules 2025 dataset: C21H17MnN5O4S2 as an isolated structure (ωB97M-V/def2-TZVPD).

Last column: Löwdin spin population.
Element x y z (Å)
Mn (0.75, -0.28, 0.29)  1.0828
C (-3.38, -1.07, 0.65)  -0.0005
C (-1.90, -0.90, 0.77)  0.0024
N (-1.18, -0.27, -0.11)  -0.0361
N (-1.89, 0.21, -1.18)  -0.0164
C (-1.41, 0.74, -2.25)  -0.0033
N (-2.32, 1.06, -3.19)  -0.0013
S (0.16, 1.32, -2.86)  -0.0032
C (-1.16, -1.51, 1.89)  0.0019
C (-1.74, -2.32, 2.84)  0.0005
C (-0.91, -2.89, 3.81)  0.0056
C (0.44, -2.64, 3.80)  -0.0009
C (0.96, -1.81, 2.81)  0.0034
N (0.16, -1.26, 1.89)  -0.0132
H (-3.82, -0.23, 0.13)  -0.0002
H (-3.83, -1.17, 1.64)  0.0000
H (-3.60, -1.97, 0.08)  0.0004
H (-3.28, 0.80, -3.04)  -0.0001
H (-2.06, 1.46, -4.08)  -0.0001
H (-2.80, -2.53, 2.83)  -0.0001
H (-1.34, -3.54, 4.57)  0.0002
H (1.11, -3.07, 4.53)  -0.0002
H (2.01, -1.58, 2.74)  0.0001
O (3.38, 1.20, 2.76)  0.0060
C (2.43, 1.10, 2.06)  -0.0009
O (2.28, 0.14, 1.12)  -0.0307
C (1.23, 1.98, 2.05)  0.0002
C (1.14, 3.12, 2.81)  -0.0009
C (-0.01, 3.90, 2.69)  0.0035
C (-1.00, 3.49, 1.82)  -0.0015
C (-0.84, 2.32, 1.10)  0.0013
N (0.27, 1.57, 1.22)  -0.0165
H (1.96, 3.38, 3.47)  -0.0002
H (-0.12, 4.80, 3.27)  0.0002
H (-1.90, 4.06, 1.69)  -0.0002
H (-1.60, 1.98, 0.41)  -0.0001
O (1.09, -3.51, -1.89)  -0.0120
C (1.44, -2.39, -1.72)  0.0099
O (0.91, -1.71, -0.61)  0.0298
C (2.49, -1.66, -2.47)  0.0034
C (3.34, -2.44, -3.24)  0.0015
C (4.38, -1.85, -3.95)  0.0001
C (4.57, -0.48, -3.90)  -0.0004
C (3.72, 0.31, -3.14)  -0.0005
C (2.68, -0.28, -2.43)  -0.0008
S (1.68, 0.89, -1.55)  -0.0129
H (3.19, -3.51, -3.26)  0.0000
H (5.04, -2.47, -4.54)  0.0001
H (5.38, -0.02, -4.45)  0.0000
H (3.87, 1.38, -3.10)  -0.0001

Calculated values
net charge: +2
spin multiplicity: 2
<S²>: 0.79
highest occupied orbital energy (alpha / beta): -0.5581 / -0.5591 Ha
frontier orbital gap (alpha / beta): 6.1 / 7.1 eV

***

[5]
Entry from the Open Molecules 2025 dataset: C21H17MoN3OS5 as an isolated structure at a distorted geometry (ωB97M-V/def2-TZVPD).

Last column: Löwdin spin population.
Element x y z (Å)
Mo (0.18, 0.81, -0.91)  1.8194
C (-3.50, -0.74, -5.11)  0.0007
S (-1.76, -0.28, -5.14)  -0.0059
C (-1.54, 0.26, -3.54)  0.0096
S (0.13, 0.89, -3.21)  -0.0118
N (-2.46, 0.27, -2.63)  -0.0013
N (-1.97, 0.82, -1.46)  -0.0085
C (-2.78, 1.45, -0.71)  0.0475
C (-2.17, 2.20, 0.40)  0.0080
C (-2.89, 2.98, 1.28)  0.0076
C (-2.20, 3.72, 2.23)  0.0180
C (-0.82, 3.66, 2.28)  0.0019
C (-0.16, 2.84, 1.38)  0.0229
N (-0.81, 2.13, 0.45)  0.0047
H (-3.73, -1.07, -6.12)  0.0003
H (-3.66, -1.56, -4.41)  -0.0002
H (-4.11, 0.12, -4.86)  -0.0002
H (-3.84, 1.49, -0.91)  0.0012
H (-3.97, 3.01, 1.20)  -0.0001
H (-2.75, 4.35, 2.93)  0.0007
H (-0.26, 4.23, 3.00)  -0.0002
H (0.92, 2.74, 1.39)  0.0008
O (1.64, 0.81, 0.24)  0.0330
C (1.73, -0.60, 0.60)  0.0247
C (2.13, -0.74, 2.04)  0.0020
C (2.93, 0.09, 2.76)  0.0019
C (3.21, -0.42, 4.06)  0.0001
C (2.61, -1.61, 4.29)  0.0013
S (1.71, -2.15, 2.93)  -0.0004
C (0.25, -1.05, 0.36)  0.0025
C (-0.76, -0.81, 1.32)  -0.0121
C (-1.88, -1.62, 1.16)  0.0119
C (-1.71, -2.52, 0.13)  -0.0196
S (-0.21, -2.42, -0.62)  0.0312
C (2.68, -1.28, -0.35)  0.0001
C (2.51, -1.44, -1.69)  0.0037
C (3.63, -2.05, -2.32)  0.0008
C (4.61, -2.34, -1.41)  0.0011
S (4.20, -1.84, 0.17)  0.0007
H (3.33, 1.02, 2.37)  0.0003
H (3.82, 0.09, 4.79)  0.0000
H (2.65, -2.23, 5.17)  0.0001
H (-0.64, -0.09, 2.11)  -0.0003
H (-2.76, -1.58, 1.79)  0.0009
H (-2.42, -3.26, -0.21)  -0.0011
H (1.62, -1.16, -2.24)  0.0019
H (3.70, -2.27, -3.37)  0.0000
H (5.56, -2.82, -1.59)  0.0000

Calculated values
net charge: +2
spin multiplicity: 3
<S²>: 2.03
highest occupied orbital energy (alpha / beta): -0.5161 / -0.5162 Ha
frontier orbital gap (alpha / beta): 5.8 / 5.7 eV
energy relative to the best compared isomer or geometry (same formula, charge and spin): 0.0 kcal/mol

***

Q: Which E values were calculated for the entries above? A: -126155.65885; -31690.56233; -303433.36995; -90669.07384; -84586.38042, in eV.